Formula: C33H31Br2FN9O7Ti
Source: the Open Molecules 2025 dataset
Level of theory: ωB97M-V with the def2-TZVPD basis set

Each line ends with the Löwdin charge.
Positions of all 84 atoms, in Å:
H -1.7472 -0.0819 4.5090  0.1522
C -0.8779 1.7486 -3.6977  -0.0921
C 2.4535 -2.4664 0.6510  0.0232
C 1.2811 0.5909 -2.5206  -0.1403
C -3.1001 0.7739 3.0514  -0.1062
C -3.9164 1.3117 4.0562  0.0656
C -0.4893 2.0211 -2.3952  -0.1609
O -5.5666 2.3869 5.8987  0.0820
N -1.1243 -2.1862 0.9195  0.0410
C 0.9815 0.2423 -3.8285  -0.0986
C -2.2087 -2.9077 1.0375  -0.0630
O -0.5220 1.8634 0.9714  -0.1079
H 2.3791 2.1455 0.8693  0.1528
C -0.9569 -4.9521 1.0215  0.0249
H -0.9011 -6.0298 1.0974  0.1198
C 0.6473 -6.2919 -1.3393  -0.2747
C -1.3240 -6.4381 -2.7089  -0.1111
C 1.1938 -1.9346 0.6855  -0.2878
O 0.2262 3.7671 0.1545  0.0431
H 5.0499 4.5229 -1.9243  0.1088
H 1.8014 5.5895 0.8871  0.1165
N 4.3791 4.2836 -2.6315  0.2102
O -2.7305 0.3768 0.7396  -0.1407
C -5.3723 2.2068 2.3510  0.0366
H -6.2561 2.7813 2.1135  0.1283
C 1.5409 -4.7152 0.7143  -0.2305
H 1.5553 4.2818 2.8989  0.1278
C 0.2253 -4.1951 0.8459  -0.0827
C -1.8931 0.1105 3.4386  -0.1116
F -1.1686 -0.5619 -1.0735  -0.3031
H 2.1119 -4.8346 -1.9397  0.1168
C 0.3899 2.7779 0.8594  -0.5225
C 2.6743 5.0393 1.2372  -0.1683
H -3.6700 1.1896 5.1025  0.1347
N 1.5429 1.5698 2.6580  0.0655
C 2.6144 -3.8701 0.6827  -0.0155
O -6.8386 3.2529 4.3860  0.0891
C -5.0302 2.0171 3.6942  -0.1346
H 4.1138 5.5025 -0.2871  0.1232
H 3.3144 -1.8139 0.5957  0.1199
C 3.5265 4.6387 0.0346  -0.1610
H 2.5524 3.5558 -4.2113  0.1279
H 1.0484 1.9512 3.4565  0.0929
H 3.6091 -4.2966 0.6485  0.1230
N -5.8824 2.5956 4.7434  -0.3547
C -0.8395 -5.3934 -3.4800  -0.6910
N 1.3577 -6.8464 -0.2140  0.0889
O -0.9928 -0.2492 2.6738  -0.0515
Ti -0.8254 0.0133 0.5941  1.2321
O 0.9117 -0.6284 0.6420  -0.1708
C -2.1624 -4.3141 1.1096  -0.0074
H -1.0608 2.7087 -1.7790  0.1182
Br -1.8661 -4.7456 -4.9267  0.7547
Br -0.6044 0.3916 -6.1798  0.7965
H -2.2769 -6.8923 -2.9416  0.1062
N 1.7888 -6.1369 0.7027  0.0914
C -4.5936 1.6645 1.3598  0.0378
H 1.2793 3.5382 -3.0603  0.0935
H -3.1488 -2.3708 1.0863  0.1306
H 2.4424 1.2449 2.9865  0.0921
C 0.0808 -2.8036 0.8153  -0.1296
C 1.1476 -5.2771 -2.1443  -0.0197
H 3.1564 3.6130 2.7581  0.1182
C 3.0897 4.0933 -2.3157  -0.4279
H -3.0817 -4.8676 1.2353  0.1156
C 2.2763 3.8944 2.1727  -0.1391
H 4.2213 3.8345 0.3017  0.1322
H 1.5822 -0.4792 -4.3640  0.1059
C -0.1222 0.8362 -4.4179  -0.6916
H 2.1179 0.1248 -2.0110  0.1162
H 0.7780 -4.0412 -3.8578  0.1003
H 3.2650 5.7441 1.8248  0.1194
H -1.7527 2.2170 -4.1258  0.1111
H -4.8517 1.7825 0.3169  0.1293
H 1.6954 4.0069 -0.8240  0.1103
C 1.7015 2.5726 1.6219  -0.3050
N 2.2266 3.7927 -3.2914  0.2188
N 0.5724 1.4645 -1.8115  0.0391
H 4.6720 4.3333 -3.5901  0.1270
C -0.5594 -6.9035 -1.6508  -0.0321
N 2.6751 4.2118 -1.0747  0.1104
C -3.4415 0.9215 1.6835  -0.2968
C 0.4003 -4.8294 -3.2212  -0.1122
H -0.8941 -7.7442 -1.0561  0.1209

Computed properties:
Total charge ... +1
Frontier orbital gap ... 7.255 eV
Energy above the lowest of the compared OMol25 structures with the same formula, charge and spin ... 28.43 kJ/mol
Energy ... -8392.92358 Ha
HOMO level ... -10.20 eV

Formula: C33H31Cl2CrN2O2P2Se
Source: the Open Molecules 2025 dataset
Level of theory: ωB97M-V with the def2-TZVPD basis set

Each line ends with the Mulliken spin population.
Positions of all 74 atoms, in Å:
C 2.9700 -3.2501 1.5872  0.0001
C 1.6202 -4.3747 -0.0647  -0.0011
H 1.4435 0.7042 1.5617  -0.0006
C -1.3129 0.6996 -3.8708  -0.0092
C -3.3860 2.9152 3.3442  -0.0003
H 1.1379 -1.4642 5.9745  0.0000
C 2.9075 2.3767 -2.6689  -0.0029
H 2.8984 -5.3771 1.3298  0.0000
H 2.6851 3.3622 -3.0539  0.0003
H -0.4695 4.4484 4.1372  -0.0004
H -0.3897 3.8002 -4.7994  0.0004
C 0.2452 -0.7505 4.1654  -0.0002
C -0.7774 -2.4317 2.7588  -0.0016
C 0.6102 -1.7330 5.0701  -0.0001
C 1.9510 1.6892 -1.9466  0.0056
H 0.5504 -3.8219 5.5402  0.0000
H 0.9774 2.1435 -1.7863  -0.0012
C 1.1482 -3.1504 -0.5147  0.0000
C 0.7199 0.6159 -5.1181  0.0031
C 2.5271 -4.4220 0.9834  0.0001
H -0.2578 -1.1191 -4.3114  0.0009
C -2.5159 3.8666 3.8569  0.0013
Se -0.8661 4.3376 -0.3578  0.0928
C 0.6853 1.9969 -5.2521  -0.0042
Cl -2.8368 -2.5737 -1.1102  -0.0076
H -3.5629 1.0398 2.3203  -0.0021
H -3.2504 0.5068 -3.2977  0.0048
C 0.5818 0.6492 0.8916  0.0174
C -1.1420 3.6976 3.7464  0.0008
C -0.4169 -3.4084 3.6738  0.0000
H 3.7180 -1.1596 -1.3178  -0.0001
C 1.5828 -1.9747 0.0930  0.0007
H 0.4089 1.6557 0.4935  -0.0006
H -1.3093 -2.7004 1.8559  -0.0018
H -4.4544 3.0586 3.4294  -0.0001
C -2.8862 1.7827 2.7225  0.0019
C -4.3382 -1.9983 -0.3105  0.0076
H 2.8601 -1.1203 1.6183  -0.0001
H 3.6821 -3.2923 2.3995  0.0000
H -2.1810 2.6427 -3.5642  -0.0019
C 3.4900 -0.1694 -1.6900  -0.0005
Cr -2.0961 -0.1753 -1.0623  2.9680
H -5.1851 -2.5363 -0.7197  -0.0012
H 1.4634 2.5054 -5.8050  -0.0001
P 0.9981 -0.4128 -0.5133  -0.0202
O -1.9285 -0.4513 0.8481  0.0254
H 0.4573 -3.1075 -1.3470  -0.0005
C -1.5071 1.6121 2.6066  0.0036
C 2.2465 0.4144 -1.4491  0.0011
H 4.8966 2.3383 -3.4668  0.0000
C -0.2813 -0.0415 -4.4191  -0.0116
H -2.5092 -0.9101 -3.5711  0.0061
C 4.4397 0.5279 -2.4209  0.0003
H 5.4053 0.0815 -2.6133  0.0001
H 1.5247 0.0451 -5.5611  0.0001
H 0.4395 2.4724 3.0113  0.0019
H -4.2117 -2.1035 0.7604  -0.0030
C 0.2757 -3.0591 4.8242  -0.0001
C -0.4462 -1.1003 3.0053  0.0047
C -1.5066 2.7657 -0.6960  0.0571
C -0.3537 2.7252 -4.6900  0.0047
C -0.6339 2.5752 3.1166  -0.0012
C -1.3658 2.0758 -3.9965  -0.0059
H 1.2904 -5.2898 -0.5372  0.0000
H -0.6779 -4.4422 3.4926  0.0000
C 2.5007 -2.0266 1.1450  -0.0001
P -0.8928 0.1479 1.8217  -0.0329
N -1.9256 1.6806 -0.9083  -0.0508
O -0.2777 -0.5890 -1.3731  0.0082
Cl -4.5288 -0.2549 -0.6819  -0.0076
N -2.3781 0.0039 -3.1398  -0.0473
C 4.1498 1.7963 -2.9022  -0.0002
H -2.9092 4.7504 4.3403  0.0000
H 0.4797 0.2846 4.3833  -0.0001

Computed properties:
Total charge ... +2
Multiplicity ... 4
Frontier orbital gap (alpha / beta) ... 7.137 / 7.509 eV
Energy ... -6584.78952 Ha
HOMO level (alpha / beta) ... -13.38 / -13.45 eV

Formula: C33H31ClN3
Source: the Open Molecules 2025 dataset
Level of theory: ωB97M-V with the def2-TZVPD basis set

Each line ends with the natural charge from an NBO analysis.
Positions of all 68 atoms, in Å:
N -0.0262 2.2388 4.2125  -0.5167
H -2.9082 0.3229 -0.9253  0.4355
C -6.1784 -0.9016 2.2371  -0.0266
H -0.6569 4.0155 5.1283  0.2190
H 1.8467 -3.2614 -5.7787  0.2157
C 3.9674 -0.6322 -5.2856  -0.1874
C 3.3345 2.6346 5.7411  -0.2039
H -0.5280 1.1821 -1.6178  0.2090
C 1.3905 0.5741 -5.9849  -0.4088
C 0.2392 0.3589 -3.4335  -0.2896
H -4.4554 -2.8126 0.0112  0.2342
H -4.3983 1.4567 0.5159  0.2389
H 1.7297 0.3870 -7.0181  0.2300
H 2.0869 0.1021 7.6890  0.2223
C -5.7226 0.3681 1.8441  -0.1998
H 3.9288 0.4249 -5.0268  0.2087
C 5.2057 -2.6359 -5.8420  -0.2082
H 0.9993 -2.9450 -3.9270  0.2417
C -0.8871 -0.2059 0.8734  -0.0351
H -1.6766 -2.0540 -0.0336  0.2195
H -3.2451 -1.2384 -1.3839  0.4409
H 0.2828 1.3274 -3.9376  0.2322
H 4.2432 3.2208 5.5925  0.2187
C -4.1684 -0.6955 0.3435  0.0947
C -0.5989 3.5822 4.1232  -0.3873
C -1.4042 0.5377 3.1118  -0.2199
C -0.0813 -2.1259 -2.2051  -0.1669
C 0.2997 0.5552 0.9069  -0.2029
H 1.5032 1.9483 2.0427  0.2360
H 4.0181 -4.4095 -6.2410  0.2256
H -2.1000 0.6020 3.9520  0.2345
H 0.3324 0.8676 -5.9985  0.2086
H 1.9909 1.3976 -5.5504  0.1850
H -0.2004 -3.1130 -1.7476  0.2233
C 0.6072 1.3189 2.0298  -0.2238
C 1.0805 2.0555 5.0735  0.1381
C -5.7400 -2.0503 1.5756  -0.2010
H -2.3928 -1.0757 2.1497  0.2127
H -6.0968 -3.0221 1.9008  0.2527
C 1.0543 1.0435 6.0566  -0.2246
C 0.6168 -2.0451 -3.4178  -0.2474
H 2.2198 3.6621 4.1983  0.2049
H 0.9983 0.5698 0.0694  0.2327
C 2.1475 0.8615 6.9033  -0.1984
C -4.7277 0.4602 0.8503  -0.2052
C 2.7547 -1.3418 -5.3815  0.1294
C 2.7847 -2.7094 -5.7039  -0.2308
Cl -7.3154 -1.0382 3.5270  0.0659
C -0.2633 1.3512 3.1285  0.2075
H -6.0877 1.2506 2.3770  0.2537
H 6.1181 -0.7176 -5.3533  0.2249
N 1.5201 -0.6633 -5.2183  -0.4432
C 5.1876 -1.2810 -5.4736  -0.2123
C 0.7741 -0.7907 -4.0434  0.2233
H 4.1583 1.4705 7.3757  0.2220
N -3.0197 -0.6224 -0.5854  -0.5313
C 2.2111 2.8754 4.9505  -0.2004
C 3.2975 1.6450 6.7299  -0.2201
C -1.5009 -0.9920 -0.2967  -0.0441
C -0.3217 0.2576 -2.1662  -0.1445
C 4.0031 -3.3518 -5.9492  -0.1978
C -0.5939 -0.9697 -1.5803  -0.1525
H -1.5995 3.4958 3.6925  0.1996
H 0.0227 4.2156 3.4804  0.1744
C -4.7541 -1.9327 0.5725  -0.2170
H 0.1470 0.4378 6.1323  0.2182
H 6.1633 -3.1301 -6.0311  0.2253
C -1.6162 -0.3112 2.0394  -0.2116

Computed properties:
Total charge ... +1
Frontier orbital gap ... 7.421 eV
Energy ... -1900.28853 Ha
HOMO level ... -10.15 eV

Formula: C33H31CsN8O7
Source: the Open Molecules 2025 dataset
Level of theory: ωB97M-V with the def2-TZVPD basis set

Each line ends with the Löwdin charge.
Positions of all 80 atoms, in Å:
C -0.1082 -0.4876 7.5930  -0.0521
C 3.3384 0.8530 1.9316  -0.0415
H -1.8953 2.3771 7.1927  0.0767
H -5.3964 -3.7223 -1.6042  0.1033
C 3.1360 -0.8096 -6.5074  -0.0507
H 0.4848 4.4845 -1.1453  0.1339
H 2.8514 -5.7886 -1.1652  0.0979
O 0.0521 1.1194 -3.3464  -0.0432
C -1.3495 1.4800 6.9287  -0.1392
C 0.9607 -0.0550 -7.2553  -0.1392
N 1.4036 2.0096 1.1330  0.1233
C -0.4829 -0.0415 5.2409  -0.0886
H -5.3514 -3.6408 0.1506  0.1056
H -1.8377 4.5737 -3.4737  0.0855
H -3.4706 5.0224 -1.2615  0.0866
H 0.3357 3.0866 2.5077  0.1064
H 1.6964 -1.8414 -2.3539  0.0993
H 2.2408 -5.1602 1.1719  0.1024
O -2.8289 -3.1913 -0.8428  -0.0316
C 2.4607 1.2162 0.9181  -0.2810
N 2.1686 0.5861 -2.6289  0.0405
H -2.8104 4.2356 0.1800  0.0855
C -0.7967 0.6539 7.9183  -0.1382
O -0.8075 0.4336 2.9159  -0.0462
C -2.8607 4.1857 -0.9045  -0.0390
C 2.1354 -4.4550 0.3567  -0.0398
C -1.3214 3.8652 -2.8163  -0.0605
H 0.3189 -1.1240 8.3598  0.0918
H -1.5883 1.7126 4.8058  0.1095
O -5.4452 0.5226 -0.8212  -0.0213
C 0.6876 0.3580 -5.9687  -0.0597
Cs -1.1435 -0.0227 -0.3448  0.8823
C 1.6410 -3.1773 0.6122  -0.2678
H -0.2662 0.8100 -5.7173  0.1076
N 0.6422 -1.7228 2.2142  0.0777
C 2.0283 2.1505 3.4401  -0.0655
O 3.7815 -0.5840 -4.2540  -0.1157
C 1.1845 0.7049 -3.6037  -0.4188
H 3.7631 1.0368 4.0320  0.1023
H 3.6206 0.1580 -0.6403  0.1253
H 2.4523 -0.9803 -8.5100  0.0841
H 4.0969 -1.2714 -6.7049  0.0926
H 4.1751 0.2018 1.7093  0.1033
H -0.2587 3.8609 -3.0493  0.0818
C 2.3131 -3.8588 -1.9454  -0.0556
N -1.5173 4.2301 -1.4320  -0.1916
C -5.1009 -0.6552 -0.8123  -0.5564
H 2.5644 -4.0703 -2.9755  0.1035
H -1.6906 2.8610 -3.0119  0.0771
C -0.4864 4.5907 -0.6402  -0.3390
C 1.2740 -2.8058 1.9896  -0.0903
H 1.7873 2.5202 4.4273  0.1035
H -6.7570 -1.7246 -1.6721  0.1029
C 2.4722 -4.7988 -0.9419  -0.0812
C 3.1106 1.3242 3.2167  -0.0722
C 2.2100 -0.6433 -7.5059  -0.1365
C 1.6097 0.2180 -4.9296  -0.0925
C 1.8198 -2.6085 -1.5949  -0.1160
C -1.1804 1.1103 5.6102  -0.0611
H -6.7672 -1.6845 0.0852  0.1033
N 1.8775 0.9979 -1.3801  0.0406
H -0.9132 0.9188 8.9656  0.0835
H 1.5579 -3.4893 2.7928  0.1228
N 0.3723 -1.4268 3.4960  0.0610
H -3.3468 3.2550 -1.2037  0.0916
C 2.8977 -0.3921 -5.1559  -0.4017
C -0.3500 -0.2951 3.7869  -0.4271
N -3.8256 -1.1190 -0.8297  -0.0111
O -0.5868 4.9874 0.5102  -0.0140
C 0.0927 -0.9067 6.2375  -0.3997
O 0.7469 -1.9752 5.9777  -0.1184
N 1.4937 -2.2659 -0.3535  0.1039
H 3.0444 0.1191 -2.9326  0.0918
H 0.6987 -1.9651 4.3327  0.0976
C -6.1234 -1.8041 -0.7871  -0.1180
C 2.7105 0.7371 -0.4601  -0.1150
H 0.2312 0.0639 -8.0463  0.0764
C -5.2511 -3.0474 -0.7596  -0.1156
C -3.8262 -2.4757 -0.8168  -0.5740
C 1.2009 2.4555 2.3653  -0.1378

Computed properties:
Total charge ... -2
Frontier orbital gap ... 6.614 eV
Energy above the lowest of the compared OMol25 structures with the same formula, charge and spin ... 0.00 kJ/mol
Energy ... -2261.18175 Ha
HOMO level ... -2.73 eV